Version w
14
Properties=species:S:1:pos:R:3:nbo_charge:R:1 method="wB97M-V/def2-TZVPD" smiles="O=C(S)C1C=CC=C1" spin_multiplicity=1 orbital_gap_ev=9.152
O 2.5797 1.1659 0.2434 -0.545
C 1.7251 0.3050 0.3315 0.418
S 1.8737 -1.1699 -0.6188 -0.021
C 0.2179 0.4461 0.6489 -0.402
C -0.5618 -0.9298 0.8471 -0.208
C -1.6886 -0.7432 0.1392 -0.222
C -1.6370 0.3949 -0.8422 -0.231
C -0.4185 1.0292 -0.7613 -0.150
H 3.2383 -0.9803 -0.6628 0.156
H -0.2617 1.0860 1.5907 0.285
H -0.2662 -1.4567 1.7732 0.240
H -2.4581 -1.5755 0.0833 0.222
H -2.4511 0.6148 -1.5120 0.225
H 0.1084 1.8135 -1.2603 0.233

Version x
14
Properties=species:S:1:pos:R:3:nbo_charge:R:1 method="wB97M-V/def2-TZVPD" smiles="O=CC1=C[C@@H]2C[C@@H]2S1" spin_multiplicity=1 orbital_gap_ev=8.425
O 3.4699 -0.6905 0.4663 -0.535
C 2.6226 0.1146 -0.0141 0.354
C 1.2483 -0.2603 -0.5023 -0.249
C 0.5127 0.9628 -0.5523 -0.117
C -1.0240 0.5859 -0.2753 -0.282
C -1.6549 -0.2047 0.9305 -0.420
C -1.2522 -0.9245 -0.3288 -0.375
S 0.3572 -1.8267 -0.3132 0.323
H 3.0352 1.0946 -0.2163 0.147
H 0.8912 1.8821 -0.4897 0.209
H -2.0361 1.0710 -0.7318 0.239
H -1.1757 -0.3384 1.8974 0.233
H -2.8367 -0.1653 1.1314 0.226
H -2.1573 -1.3005 -1.0019 0.248

version w comes first in stability; the runner-up is 1.155 eV higher.

Version w
5
Properties=species:S:1:pos:R:3:nbo_charge:R:1 method="wB97M-V/def2-TZVPD" smiles=SN(Cl)Cl spin_multiplicity=1 orbital_gap_ev=8.466
S -0.5655 -0.0348 0.9505 0.223
N -1.8269 0.1409 -0.2240 -0.567
Cl -2.9335 1.4022 -0.0595 0.200
Cl -2.9527 -1.3956 -0.0762 0.002
H -0.1071 -1.2391 0.5076 0.141

Version x
5
Properties=species:S:1:pos:R:3:nbo_charge:R:1 method="wB97M-V/def2-TZVPD" spin_multiplicity=1 orbital_gap_ev=9.890
N -1.0634 0.0977 -0.5485 -1.034
S 0.3870 0.0890 -0.7378 1.184
Cl 1.1516 -1.6727 0.4056 -0.359
Cl 1.2744 1.3901 0.5621 -0.229
H -1.7497 0.0959 0.3185 0.438

version x comes first in stability; the runner-up is 1.887 eV higher.

Version w
9
Properties=species:S:1:pos:R:3:nbo_charge:R:1 method="wB97M-V/def2-TZVPD" spin_multiplicity=1 total_charge=+1 orbital_gap_ev=8.893
C -0.3767 1.8642 -3.8956 0.489
C 0.2769 -0.2651 -0.0055 -0.523
N -0.7059 -0.4533 -3.4652 0.126
N -0.4300 -0.4349 -2.3011 0.321
N -0.4702 0.7102 -4.0893 -0.429
N -0.4719 0.0116 -1.2115 0.108
H 0.9335 -1.1925 -0.2672 0.277
H 0.8057 0.6975 0.2970 0.312
H -0.3457 -0.2754 0.9919 0.319

Version x
9
Properties=species:S:1:pos:R:3:nbo_charge:R:1 method="wB97M-V/def2-TZVPD" smiles="N#C/N=C/N=[NH2+]" spin_multiplicity=1 total_charge=+1 orbital_gap_ev="7.303 / 7.302"
N -4.5788 -0.3001 -0.1013 -0.153
C -3.4630 -0.1858 0.0221 0.355
N -2.1253 -0.0914 -0.0732 -0.363
C -1.1708 0.7639 0.1466 0.205
N 0.0354 0.5283 -0.3658 0.079
N 0.7871 -0.4525 -0.2864 -0.235
H -1.1743 1.7659 0.6647 0.263
H 0.6777 -1.3011 0.1642 0.419
H 1.6524 -0.3343 -0.7391 0.429

version x comes first in stability; the runner-up is 3.372 eV higher.

Version w
6
Properties=species:S:1:pos:R:3:nbo_charge:R:1 method="wB97M-V/def2-TZVPD" smiles=CSBr spin_multiplicity=1 orbital_gap_ev=8.220
C 0.1032 0.2760 0.0093 -0.756
S 1.6278 1.2356 0.0834 0.163
Br 3.4299 -0.2190 -0.0414 -0.103
H -0.3752 0.3689 -0.9860 0.215
H -0.4573 0.9532 0.5739 0.232
H 0.0766 -0.7606 0.1075 0.250

Version x
6
Properties=species:S:1:pos:R:3:nbo_charge:R:1 method="wB97M-V/def2-TZVPD" smiles="C=S.Br" spin_multiplicity=1 orbital_gap_ev=8.568
C -1.3813 0.4727 -0.2191 -0.494
S -2.2678 -0.7123 0.2973 0.108
H -0.9452 1.2648 0.3377 0.193
H -1.0611 0.3584 -1.3112 0.192
Br 2.9334 -0.2110 -0.0314 -0.194
H 2.7221 -1.1725 0.9267 0.194

version w comes first in stability; the runner-up is 0.554 eV higher.

Version w
17
Properties=species:S:1:pos:R:3:nbo_charge:R:1 method="wB97M-V/def2-TZVPD" spin_multiplicity=1 orbital_gap_ev="7.837 / 6.774"
C 0.2051 1.3231 -0.7006 -0.773
C -0.9796 0.1456 1.2093 -0.739
C -0.2882 -1.7726 -1.1620 -0.779
C 0.2418 0.4411 0.5046 0.163
C 1.6107 -0.1003 0.8500 -0.639
P -1.3754 1.1282 -1.6989 0.240
P -2.4847 0.3084 0.0699 0.225
P -1.7854 -0.9695 -1.6309 0.265
H 0.1807 2.4697 -0.3032 0.242
H 1.0162 1.4788 -1.3674 0.246
H -1.0690 -0.7837 1.5632 0.239
H -1.1959 0.8761 1.9166 0.237
H 0.5658 -1.3059 -1.7463 0.227
H -0.4499 -2.7155 -0.7000 0.215
H 1.6222 -1.0556 1.3799 0.224
H 2.0139 0.5511 1.7752 0.198
H 2.1718 -0.0191 0.0406 0.208

Version x
17
Properties=species:S:1:pos:R:3:nbo_charge:R:1 method="wB97M-V/def2-TZVPD" smiles=CC12CP3P(#P3C1)C2 spin_multiplicity=1 orbital_gap_ev=9.202
C -1.2684 -1.1192 -0.3093 -0.625
C -0.1132 -0.1538 -0.0349 -0.035
C -0.6166 0.9063 0.9169 -0.717
P 0.6950 2.1882 1.1006 0.244
P 1.6899 1.8020 -0.7800 0.251
P 2.2316 0.6922 1.0058 0.239
C 1.1749 -0.7590 0.6178 -0.711
C 0.3340 0.6464 -1.3000 -0.721
H -1.5960 -1.6085 0.6296 0.215
H -0.9142 -2.1124 -0.7784 0.222
H -1.9916 -0.4439 -0.7499 0.221
H -1.5399 1.3189 0.4015 0.228
H -0.9048 0.4149 1.9281 0.243
H 0.9981 -1.4419 1.4178 0.238
H 1.6414 -1.2957 -0.2162 0.232
H 0.7011 -0.1979 -2.0087 0.234
H -0.5214 1.1633 -1.8407 0.243

version x comes first in stability; the runner-up is 4.044 eV higher.

Version w
18
Properties=species:S:1:pos:R:3:nbo_charge:R:1 method="wB97M-V/def2-TZVPD" smiles=CCO.CCO spin_multiplicity=1 orbital_gap_ev=10.915
C 1.1354 -2.3313 6.1523 -0.631
C 0.6501 -2.7548 4.7975 -0.066
O 0.9245 -4.1678 4.6183 -0.726
H 2.2299 -2.4652 6.1228 0.212
H 0.7289 -2.9384 6.9787 0.219
H 0.9162 -1.2695 6.3549 0.214
H -0.4548 -2.6957 4.7640 0.150
H 1.0460 -2.1195 3.9820 0.163
H 0.7130 -4.3434 3.6776 0.464
C -4.0633 -3.4006 2.5317 -0.644
C -4.5052 -2.0606 2.0377 -0.070
O -4.6439 -0.9363 2.9961 -0.716
H -3.0729 -3.4535 3.0143 0.203
H -4.0993 -4.1462 1.7197 0.223
H -4.8330 -3.6569 3.2790 0.214
H -3.8245 -1.7561 1.2195 0.154
H -5.5259 -2.1360 1.6159 0.181
H -3.7397 -0.8598 3.3664 0.455

Version x
18
Properties=species:S:1:pos:R:3:nbo_charge:R:1 method="wB97M-V/def2-TZVPD" smiles=CCO.CCO spin_multiplicity=1 orbital_gap_ev=11.212
C 1.6198 -0.2815 2.2623 -0.647
C 0.2694 -1.1717 2.7629 -0.089
O -0.1003 -2.4771 1.9251 -0.740
H 2.4404 -0.8135 1.6787 0.233
H 2.0781 0.0519 3.1820 0.209
H 1.1431 0.6232 1.8576 0.218
H 0.2169 -1.4927 3.8286 0.175
H -0.6939 -0.5854 2.6532 0.185
H 0.4582 -3.1098 2.3903 0.455
C -1.0965 2.0041 -2.5184 -0.627
C -0.7551 0.5803 -2.1752 -0.078
O -0.4717 -0.2015 -3.4555 -0.751
H -1.0394 2.6389 -1.6323 0.212
H -2.1892 1.8081 -2.9394 0.200
H -0.5547 2.4323 -3.3329 0.223
H 0.1310 0.8045 -1.5618 0.168
H -1.6166 0.1029 -1.6538 0.180
H 0.1606 -0.9130 -3.2714 0.472

version w comes first in stability; the runner-up is 1.605 eV higher.

Version w
18
Properties=species:S:1:pos:R:3:nbo_charge:R:1 method="wB97M-V/def2-TZVPD" smiles=CCO.CCO spin_multiplicity=1 orbital_gap_ev=11.001
C -2.4056 -1.1738 0.9113 -0.643
C -3.6982 -1.2565 1.7521 -0.063
O -4.8698 -1.3257 0.9234 -0.732
H -1.9592 -0.2119 1.0949 0.218
H -1.6795 -1.9698 1.0576 0.214
H -2.7756 -1.1495 -0.0864 0.206
H -3.8012 -0.3154 2.2936 0.173
H -3.8207 -2.0889 2.4468 0.167
H -4.6947 -1.8104 0.1116 0.460
C 3.3673 1.0902 -2.0951 -0.648
C 3.3937 0.9773 -0.5641 -0.066
O 2.4127 1.8288 0.0645 -0.716
H 3.0737 0.1461 -2.5386 0.211
H 2.7042 1.8645 -2.4805 0.221
H 4.3637 1.3416 -2.4361 0.206
H 4.3350 1.4012 -0.2026 0.156
H 3.2287 -0.0413 -0.2419 0.180
H 2.8254 2.6935 -0.0104 0.457

Version x
18
Properties=species:S:1:pos:R:3:nbo_charge:R:1 method="wB97M-V/def2-TZVPD" smiles=CC(C)O.CO spin_multiplicity=1 orbital_gap_ev=10.953
C 0.9518 1.3750 -0.4353 -0.626
C 0.6722 0.9416 1.0493 0.096
C -0.2369 -0.2072 1.1400 -0.624
O 1.9267 0.7842 1.7443 -0.719
H 1.6454 0.7393 -0.9858 0.205
H 1.3310 2.3948 -0.3693 0.210
H 0.0410 1.4582 -1.0283 0.230
H 0.2229 1.7088 1.6799 0.149
H -1.1275 -0.0488 0.5317 0.214
H -0.5998 -0.3584 2.1566 0.201
H 0.2482 -1.0889 0.7212 0.201
H 1.6318 0.8631 2.6544 0.457
C -1.4617 -1.4954 -1.3898 -0.258
O -0.3698 -0.6714 -1.8910 -0.737
H -1.9352 -1.1658 -0.4650 0.169
H -2.2537 -1.6213 -2.1280 0.181
H -1.1804 -2.5315 -1.2012 0.174
H 0.4941 -1.0761 -1.7838 0.477

version w comes first in stability; the runner-up is 0.163 eV higher.